(1)
C23H40ClF3N5O3P2S | ωB97M-V/def2-TZVPD

CARTESIAN COORDINATES (ANGSTROEM)
C  4.56596  -2.16310  4.57729
C  3.79501  -2.70332  3.35674
C  3.31958  -1.67285  2.33266
Cl  4.74977  -0.69211  1.83584
C  2.08477  -0.76375  2.71086
C  2.49368  0.71526  2.99006
C  1.39451  1.58503  3.60860
S  1.86587  3.28164  4.06993
C  3.02555  3.75006  2.86296
N  3.19677  3.38852  1.64339
N  4.25964  4.15153  1.16258
C  4.61275  4.91070  2.12743
O  3.88865  4.72164  3.25068
C  1.29812  -1.20709  3.95630
O  1.75197  -1.51268  5.01741
N  -0.12363  -1.11227  3.73316
C  -0.34910  -1.26472  2.28326
C  -1.57319  -0.49084  1.80784
C  -2.87730  -0.89171  2.52936
C  -3.81634  0.24148  2.81094
F  -5.11432  -0.12232  2.88965
C  -3.55230  1.53114  2.95652
F  -4.45762  2.48729  2.92643
F  -2.34227  2.03704  3.19804
P  -0.70170  -3.08047  2.04517
O  -1.70467  -3.35764  0.98670
C  1.03189  -0.94066  1.57561
P  0.98953  0.31527  0.24155
N  2.32790  0.66717  -0.47805
H  4.60754  -1.07443  4.59516
H  5.58372  -2.54953  4.59415
H  4.07814  -2.46944  5.50123
H  4.42536  -3.41338  2.82017
H  2.93007  -3.26719  3.71840
H  3.08257  -2.21026  1.41788
H  3.34641  0.71936  3.67029
H  2.78614  1.16084  2.04097
H  1.05550  1.17890  4.56579
H  0.52077  1.65692  2.95501
H  5.38891  5.65844  2.12988
H  -0.36552  -0.14840  3.96146
H  -1.36621  0.57126  1.93313
H  -1.71526  -0.67490  0.74080
H  -2.67932  -1.44248  3.45431
H  -3.42709  -1.57920  1.88304
H  -1.06454  -3.53400  3.32238
H  0.57196  -3.64770  1.82232
H  1.21632  -1.82424  0.95778
H  0.31702  1.46305  0.70858
H  0.08593  -0.25488  -0.68500
H  3.14973  0.21833  -0.08943
C  -1.81845  -2.02357  -6.70415
C  -2.84337  -0.89645  -6.81947
C  -2.50076  0.41622  -6.13356
N  -2.42873  0.39430  -4.62068
C  -3.52123  -0.43201  -4.03116
C  -1.06900  -0.09725  -4.12390
C  -0.36950  1.11504  -3.53362
C  -1.51693  1.97485  -3.01415
C  -2.56412  1.82558  -4.10180
H  -1.62889  -2.32222  -5.67239
H  -2.18277  -2.90628  -7.22637
H  -0.86733  -1.74153  -7.15860
H  -3.82328  -1.24766  -6.49262
H  -2.96701  -0.64353  -7.87423
H  -3.26836  1.14917  -6.38209
H  -1.54011  0.80692  -6.47098
H  -3.35615  -1.47776  -4.27183
H  -4.47548  -0.09689  -4.43016
H  -3.49965  -0.30011  -2.95193
H  -1.25117  -0.86252  -3.37182
H  -0.53105  -0.53739  -4.95578
H  0.19364  1.64729  -4.30179
H  0.33471  0.82977  -2.75576
H  -1.23140  3.01477  -2.87390
H  -1.89092  1.59938  -2.05870
H  -2.36316  2.49862  -4.93205
H  -3.58714  1.96794  -3.76375

Properties
HOMO energy in eV: -11.0
LUMO level in eV: -2.42
Gap between HOMO and LUMO in eV: 8.59
Charge: +1

Atomic partial charges in e from the Mulliken method, atoms 1 to 6: C -1.081; C -0.828; C 0.074; Cl -0.123; C 2.637; C -2.232

(2)
C15H25Cl3OSiTc | ωB97M-V/def2-TZVPD

CARTESIAN COORDINATES (ANGSTROEM)
C  -0.49867  -2.86324  -0.78509
C  0.12665  -2.70137  -2.04469
C  -0.37429  -1.51091  -2.62996
C  1.14536  -3.66545  -2.67912
C  -1.36718  -0.92318  -1.77369
C  -1.47740  -1.80968  -0.55674
C  -2.79199  -2.13457  0.01068
C  -0.28997  -4.09171  0.00602
C  0.14295  -0.98811  -3.90177
C  -2.51142  -0.13911  -2.26649
Tc  -0.21253  -0.17078  -0.12424
Cl  2.07633  -0.33604  -0.68110
Cl  0.20289  -1.00555  2.00984
Cl  0.07004  1.67217  -1.71237
H  1.67810  -4.23894  -1.88010
H  1.92414  -3.10911  -3.26165
H  0.67053  -4.40916  -3.34828
H  1.23034  -0.77622  -3.82990
H  -0.35748  -0.05000  -4.17592
H  0.02386  -1.70264  -4.73784
H  -2.17563  0.75582  -2.80834
H  -3.14462  0.21279  -1.44428
H  -3.12829  -0.73342  -2.95239
H  -3.44513  -1.28447  0.05336
H  -2.70569  -2.48297  1.07788
H  -3.27429  -2.90984  -0.62313
H  0.77730  -4.19083  0.30608
H  -0.53584  -5.00728  -0.58413
H  -0.88669  -4.07981  0.93523
O  -2.94279  -2.26619  2.34920
H  -2.65412  -1.40809  2.84958
C  3.05114  2.93018  3.12154
Si  1.45311  3.68151  2.48207
C  0.63254  4.46398  4.05254
C  1.88675  5.00604  1.22328
C  0.24770  2.57276  1.53447
C  -0.11200  1.52553  0.92570
H  3.52854  3.74592  3.68207
H  3.74720  2.61416  2.32511
H  2.91995  2.08229  3.80977
H  1.32629  5.28938  4.45904
H  -0.36060  4.90845  3.80014
H  0.47986  3.72039  4.86747
H  2.63945  4.64264  0.50222
H  0.97927  5.27773  0.66649
H  2.28634  5.88695  1.75144

Properties
HOMO energy (alpha / beta) in eV: 0.1 / -0.2
LUMO level (alpha / beta) in eV: 5.18 / 4.17
Gap between HOMO and LUMO (alpha / beta) in eV: 5.03 / 4.41
Charge: -2
2S+1: 4

Atomic partial charges in e from the Mulliken method, atoms 1 to 6: C 1.460; C 0.515; C 1.875; C -1.668; C 0.405; C 0.737

(3)
C3H3NO3S | ωB97M-V/def2-TZVPD

CARTESIAN COORDINATES (ANGSTROEM)
C  1.27415  0.11149  -0.94526
C  0.54758  -0.85500  -0.42804
C  0.71945  1.00111  1.39262
N  0.82805  0.25046  0.34654
O  -1.71948  -2.31979  -0.23448
O  -1.64209  -0.00493  0.48075
O  -1.44598  -0.48814  -1.93105
S  -1.41330  -0.98225  -0.59260
H  1.86079  0.71641  -1.61507
H  -0.12623  0.62877  1.97936
H  1.11705  1.94188  1.54722

Properties
HOMO energy in eV: -10.2
LUMO level in eV: -1.01
Gap between HOMO and LUMO in eV: 9.23
Charge: 0

Atomic partial charges in e from the Mulliken method, atoms 1 to 6: C -0.087; C -0.056; C -0.242; N -0.054; O -0.534; O -0.593

(4)
C56H48Br2F2N8NaO4P2 | ωB97M-V/def2-TZVPD

CARTESIAN COORDINATES (ANGSTROEM)
Na  0.21524  0.14968  0.62068
Br  -1.38067  -8.13182  -4.04256
C  0.17841  -7.05245  -3.79887
C  1.45629  -7.58642  -4.03296
C  2.57203  -6.82048  -3.84917
C  2.51811  -5.43560  -3.42785
C  1.18399  -4.95399  -3.15842
C  0.06433  -5.75333  -3.34851
N  3.64623  -4.77373  -3.33110
N  3.53171  -3.39625  -3.07874
C  3.32295  -3.01175  -1.86853
C  3.01746  -3.85904  -0.72761
C  2.58809  -3.30716  0.44041
C  2.40627  -1.91896  0.60246
O  1.90531  -1.42309  1.83591
C  2.83372  -1.01781  -0.37196
N  2.73075  0.32508  -0.15268
C  3.24988  1.14033  -1.07245
C  3.83259  0.71899  -2.25341
C  3.87643  -0.65442  -2.50473
C  3.37345  -1.55162  -1.58808
H  1.55964  -8.61336  -4.36471
H  3.55476  -7.23738  -4.03786
H  1.05455  -3.97332  -2.71724
H  -0.91738  -5.35596  -3.11539
H  3.07507  -4.92987  -0.85502
H  2.34042  -3.95283  1.28020
H  3.20389  2.20000  -0.84175
H  4.22612  1.43641  -2.96042
H  4.28262  -1.05098  -3.42622
F  6.33269  -0.56793  3.30631
C  5.00424  -0.59378  3.53268
C  4.17373  -0.99668  2.51172
C  2.80507  -1.01109  2.75662
C  2.28488  -0.62324  4.00117
C  3.19399  -0.25094  4.97425
F  2.71982  0.12079  6.18613
C  4.55981  -0.21435  4.78391
C  0.82656  -0.60272  4.28608
C  0.28242  -1.49813  5.20350
C  -1.06590  -1.42394  5.50257
C  -1.82860  -0.44011  4.89382
C  -1.20176  0.40751  3.99509
N  0.08792  0.32662  3.67311
H  4.56580  -1.29812  1.55125
H  5.23601  0.10113  5.56366
H  0.92287  -2.23775  5.66482
H  -1.51233  -2.11527  6.20630
H  -2.88430  -0.32691  5.10263
H  -1.76049  1.19556  3.50373
C  -0.84837  -2.98471  1.12775
O  -1.29034  -1.61990  1.15202
C  -2.60454  -1.40815  1.34527
C  -3.54199  -2.38936  1.60022
C  -4.87460  -2.02791  1.79678
Br  -6.14549  -3.38671  2.14348
C  -5.27862  -0.71980  1.74899
C  -4.33438  0.28476  1.48645
C  -3.00186  -0.05660  1.27134
O  -2.02994  0.82899  1.01253
C  -4.71827  1.69452  1.43791
N  -3.86483  2.68275  1.31090
C  -4.62163  3.84337  1.30023
C  -4.22355  5.17198  1.17853
C  -5.20921  6.13949  1.19030
C  -6.56427  5.80031  1.32096
C  -6.97372  4.48586  1.44330
C  -5.97533  3.51946  1.43027
N  -6.00722  2.13950  1.51648
H  -0.97590  -3.43210  2.11552
H  0.19744  -2.95200  0.84673
H  -1.40039  -3.54919  0.37462
H  -3.25200  -3.42715  1.65585
H  -6.32020  -0.48272  1.91567
H  -2.40266  1.74561  1.06456
H  -3.17669  5.42553  1.07749
H  -4.93555  7.18181  1.09428
H  -7.30601  6.58816  1.32353
H  -8.02020  4.22803  1.54087
H  -6.82406  1.56472  1.61250
C  -0.19265  2.03614  -3.37674
P  -0.19657  2.24696  -1.56127
C  -1.74801  3.22839  -1.38034
C  1.00686  3.61877  -1.28837
C  1.59717  4.28930  -2.36000
C  2.52312  5.30040  -2.15527
C  2.86697  5.67225  -0.86422
C  2.29424  5.00774  0.20803
C  1.37937  3.97326  0.01858
P  0.71985  3.03865  1.46385
C  -0.00424  4.42298  2.44427
C  2.24406  2.69889  2.42001
H  -0.41424  2.95551  -3.92306
H  -0.96883  1.30356  -3.61065
H  0.75131  1.61151  -3.72501
H  -1.73686  4.10932  -2.02546
H  -1.86860  3.55282  -0.34536
H  -2.60759  2.60530  -1.63661
H  1.35203  4.00512  -3.37421
H  2.97963  5.79228  -3.00529
H  3.58631  6.46343  -0.69348
H  2.58171  5.28967  1.21457
H  0.76020  5.10976  2.81498
H  -0.55850  4.02243  3.29455
H  -0.69700  4.98548  1.81640
H  2.86003  3.58665  2.57377
H  2.81981  1.93505  1.89166
H  1.94863  2.28942  3.38735
N  2.01746  -2.37935  -5.36925
C  1.42988  -1.26564  -4.87058
O  1.75668  -0.12077  -5.14643
C  0.27339  -1.53245  -3.94803
C  -0.84355  -2.25066  -4.32819
C  -1.85047  -2.44456  -3.39398
C  -1.64917  -1.99485  -2.09985
N  -0.54535  -1.35933  -1.69824
C  0.35894  -1.08097  -2.63586
H  2.91718  -2.20902  -5.79585
H  1.98121  -3.21573  -4.78247
H  -0.91816  -2.65809  -5.32837
H  -2.75459  -2.98217  -3.64648
H  -2.39752  -2.19323  -1.33693
H  1.22558  -0.51234  -2.33026

Properties
HOMO energy in eV: -2.5
LUMO level in eV: 1.26
Gap between HOMO and LUMO in eV: 3.77
Charge: -1

Atomic partial charges in e from the Mulliken method, atoms 1 to 6: Na 0.215; Br -0.333; C -0.421; C -0.213; C -0.628; C -0.120